The following is a quantum chemistry calculation of a molecular structure, C12H36ClO6S, from OMol25.

```
56
Properties=species:S:1:pos:R:3:forces:R:3
C 18.1890 5.8840 23.4470 -0.607 -2.326 3.660
O 16.6700 1.2300 23.8130 0.424 0.086 -1.293
H 22.1510 6.8240 15.7590 0.928 0.501 1.335
H 17.6520 0.9200 18.3350 -0.899 -0.339 0.876
H 16.9820 5.3320 21.8310 -2.215 -1.380 -0.314
H 18.3070 5.2800 18.3800 0.087 1.998 0.151
C 17.9190 5.6990 22.0490 1.950 1.445 -0.726
H 17.9100 6.6840 21.6250 0.434 0.698 -1.168
H 16.4700 2.4480 20.2690 -0.925 -1.364 1.834
C 17.9180 0.3600 21.5850 -0.279 0.476 -1.824
O 15.9970 3.8370 16.5480 2.952 0.801 -0.622
H 16.8310 3.4230 16.9960 -1.921 1.150 -0.976
C 13.5620 4.1660 16.9310 5.260 3.428 -0.530
C 21.5420 6.3090 15.0880 -4.648 1.045 2.230
H 15.3790 2.8550 21.5960 -1.560 3.291 1.325
O 20.0210 1.3750 18.0380 1.690 -2.929 -1.985
H 18.9320 0.8450 16.1240 -0.154 -0.051 2.916
H 16.1620 6.0750 18.2220 0.910 0.545 0.083
H 17.4460 6.5450 23.9680 1.073 -0.454 -0.211
C 14.8880 3.4700 17.2870 0.025 -2.538 -1.817
H 18.6230 -0.4570 19.0820 -0.319 -0.357 -0.298
O 18.2680 6.3020 18.4510 -0.552 -1.396 -0.478
C 19.2470 0.4570 17.2520 1.281 0.808 -1.310
C 18.1630 -0.0220 18.2020 -1.297 -1.044 -4.745
H 15.6490 8.6830 17.9690 2.690 -1.010 0.569
H 20.7890 3.9890 17.0310 -5.660 -5.446 5.049
H 17.5520 -0.7320 17.3940 0.817 1.211 2.879
H 19.8090 -0.4010 16.8340 0.587 0.230 0.939
H 19.8110 5.8730 16.3000 -0.977 1.212 1.595
H 19.9400 4.8080 15.1540 -1.960 -2.486 -3.559
O 18.9820 4.8780 21.6420 -1.052 -1.652 -3.119
H 17.5420 8.8540 18.0080 0.733 0.968 -1.097
H 13.5480 4.0700 15.8780 -0.698 0.619 -1.216
H 18.4830 0.4410 20.6440 0.334 1.692 0.729
S 17.3420 1.7560 22.5640 -1.560 0.744 -1.199
H 16.9770 6.6420 16.8910 0.313 -0.081 -4.240
H 14.9520 2.3370 17.0820 -1.680 1.054 0.732
H 16.7760 8.4370 19.3760 -0.280 -0.438 1.684
H 13.4620 5.2240 17.3870 0.477 -1.510 -1.211
H 21.0450 7.0160 14.4710 -0.599 0.786 -0.594
O 21.3110 4.4760 16.5790 5.268 5.696 -5.302
H 12.8920 3.6200 17.3610 -4.531 -3.307 2.341
H 22.0100 5.6950 14.5110 3.788 -3.342 -3.692
Cl 18.5470 3.2580 18.4620 -3.971 4.653 1.229
C 15.9980 2.1210 21.2940 3.374 -0.316 -1.070
C 16.7260 8.2760 18.3400 -2.166 -2.092 -2.071
C 20.5210 5.3520 15.7430 3.863 1.986 2.974
C 17.0370 6.7130 17.8830 -1.754 1.821 5.436
H 15.1480 3.6080 18.2610 0.202 0.328 3.298
H 19.4630 2.2190 18.1910 2.085 -2.650 -0.691
H 18.1340 4.8030 23.8440 -0.435 1.506 0.174
H 19.2620 6.0250 23.6210 -0.342 1.037 -0.059
H 18.6470 4.3800 20.8130 1.270 1.090 1.620
H 15.3540 1.3060 21.4650 -0.454 -1.787 -0.975
H 18.5560 0.0410 22.3120 1.888 -2.171 1.664
H 17.2410 -0.3570 21.1550 -1.207 -0.441 1.071
```
Forces are in eV/Å.

Calculated values
energy relative to the best compared isomer or geometry (same formula, charge and spin): 91.9 kJ/mol
total charge: -1
maximum force: 9.4 eV/A
E_LUMO: 2.91 eV
HOMO: -6.06 eV
total energy: -1788.3960 Ha
HOMO-LUMO gap: 9.0 eV



The following is a quantum chemistry calculation of a molecular structure, C12H36FO6S6Sn, from OMol25.

```
62
Properties=species:S:1:pos:R:3:forces:R:3
H 5.2168 1.4809 -2.1311 0.228 -0.088 -0.175
Sn 1.8213 -2.8373 0.2563 -0.347 3.473 -2.440
H 2.3709 0.9575 -0.8256 0.603 -0.190 -0.004
H 5.0490 -0.1498 3.6929 -0.060 0.014 0.497
H -5.0623 -0.3286 1.1151 0.545 0.013 -0.085
H 1.2414 -0.9847 -4.1531 -0.312 0.236 -0.050
S 3.8068 0.7103 1.9342 -0.508 -0.121 0.288
O -4.6167 -3.3248 1.0532 0.180 0.688 -0.353
H -1.6873 -1.3987 -3.5492 -0.047 -0.139 -0.062
H 3.8115 1.0749 4.2664 0.433 0.019 0.080
C 2.3883 0.8595 -1.9104 0.073 0.046 -0.400
O -2.0479 -0.2566 6.1808 0.672 -0.181 -1.291
S -1.4888 2.2866 -2.6835 -1.331 -0.158 0.614
H -0.4977 -1.1422 -2.2653 0.169 0.053 -0.102
H 1.8034 1.9327 1.3434 0.295 0.016 -0.102
C -2.3787 3.8794 -2.8900 -0.068 -1.051 0.679
H -2.3764 -0.8704 -0.3830 -0.260 -0.160 -0.322
H -5.0365 -0.1497 -0.7076 -0.075 -0.003 0.018
H -2.4831 4.0681 -3.9550 0.388 0.311 0.074
O -2.3640 1.2569 -3.3342 0.523 -0.019 -0.194
H -6.2701 -1.1285 0.2074 -0.091 0.157 -0.474
H -1.6486 1.1726 3.7589 0.401 -0.005 0.062
H -1.6341 -2.4330 -2.0783 0.018 -0.461 -0.418
O 3.4240 -1.5817 -1.7994 -0.256 -0.350 0.160
H 3.3098 -0.5801 3.9319 0.027 -0.101 -0.211
H 0.2271 -1.5149 -5.4966 0.368 -0.291 -0.452
H -3.3738 3.7241 -2.4717 -0.028 -0.049 -0.034
H -1.1231 1.4283 -0.4198 0.129 -0.131 -0.275
H -3.0118 0.3546 3.2995 -0.152 -1.115 -0.086
H 1.9722 -2.1748 -5.0755 -0.494 -0.746 -0.627
S -1.5245 -0.8728 4.9139 -0.297 -0.137 0.705
H 1.3863 0.4930 -2.1344 0.164 -0.138 -0.461
H 0.6894 -0.8354 3.8188 -0.403 -0.605 -0.071
H 5.9325 -0.1529 -1.8393 0.030 0.094 0.132
H 2.1482 2.0390 3.0726 0.145 -0.074 0.030
C 4.0191 0.1994 3.6547 0.147 -0.143 -0.596
H 1.4765 0.5414 2.3087 0.064 -0.043 0.144
O 3.6582 -0.5191 1.0551 -0.424 -0.260 0.423
F 0.2080 -0.4784 0.2986 1.292 -1.941 0.046
C -5.2335 -0.7958 0.1448 -0.152 -1.196 0.517
H -1.9423 -2.5083 0.1592 -0.101 -0.070 -0.067
S 3.6697 -0.2810 -2.5530 -0.623 -0.029 2.120
H 4.7904 0.6393 -0.6457 0.154 -0.401 -0.002
H -1.8567 4.6037 -2.2669 0.076 0.346 -0.505
H -1.8216 3.0337 -0.3883 -0.196 0.025 -0.014
H 0.7750 -1.2097 5.5503 -0.015 0.290 0.194
C -1.0471 -1.9033 -2.8257 0.438 0.708 -0.071
C -2.6834 -1.7134 0.2350 0.252 0.250 0.679
H 0.5688 0.4830 4.8421 -0.264 0.071 0.801
H -2.8355 1.5829 -0.7755 -0.164 0.281 -0.346
C 2.1680 1.3785 2.2080 -0.676 0.040 -0.543
S -4.3190 -2.3974 -0.0797 -0.273 0.475 0.028
C 5.0745 0.4959 -1.6842 -0.698 0.277 -0.563
H 2.5742 1.8124 -2.4068 -0.193 0.092 0.073
C -1.9585 0.1567 3.4870 0.865 1.560 0.726
H -2.6799 -1.3476 1.2618 -0.047 -0.159 0.076
O 1.1729 -3.2824 -2.5002 -0.171 0.120 0.773
C -1.8691 2.0696 -0.8955 0.773 0.273 0.088
C 0.3005 -0.5741 4.8071 -0.305 0.263 -0.731
C 0.9798 -1.8410 -4.7833 -0.217 0.879 2.126
H -1.3198 -0.1564 2.6610 -0.476 -0.140 -0.314
S 0.1573 -2.9903 -3.6109 0.274 -0.376 0.291
```
Forces are in eV/Å.

Calculated values
energy relative to the best compared isomer or geometry (same formula, charge and spin): 25.9 kJ/mol
total charge: +1
maximum force: 4.3 eV/A
E_LUMO: -5.29 eV
HOMO: -10.88 eV
total energy: -3633.0446 Ha
HOMO-LUMO gap: 5.6 eV



The following is a quantum chemistry calculation of 7 unconnected molecules or ions with the total composition C12H36IO12, from OMol25.

```
61
Properties=species:S:1:pos:R:3:forces:R:3
H 2.8349 -4.8075 11.2467 -0.182 -0.181 0.798
H 2.3763 -5.3016 3.8772 0.257 -0.050 0.013
H 0.6503 -4.4498 3.2228 -0.466 0.698 -0.284
C 2.1495 -5.6054 10.9610 -0.429 -1.033 0.035
H -1.2867 -6.5335 5.7912 0.090 -0.531 -0.766
O 5.9534 -0.9147 6.3146 -1.208 -0.099 -0.395
H 5.3936 -11.0023 7.9042 -0.511 0.145 0.145
H -5.0307 -5.1530 5.4171 -0.010 0.090 0.025
O -1.7450 -4.6399 6.2226 0.245 0.726 1.612
O 2.2385 -6.7779 11.7940 0.486 1.063 -0.140
H 3.5314 -9.6926 9.4935 0.002 0.640 0.396
H 1.7067 -7.4524 11.3652 -0.150 -0.037 -0.078
H 0.2494 -6.1327 9.0860 0.037 0.408 0.127
H 5.4075 -1.1869 4.3672 -0.387 -0.035 -0.352
C 3.9349 -9.2655 8.5755 0.833 -0.732 -2.675
C -1.3769 -9.4133 8.2491 1.485 0.237 -0.933
I 1.6463 -5.7046 6.6287 0.089 0.082 -0.038
O 4.5619 -3.4506 6.6758 -1.132 -0.081 1.786
H -2.7710 -8.2355 7.6468 -0.053 0.261 -0.029
H 0.8594 -4.2729 10.1736 -0.579 0.467 -0.304
O 0.0773 -6.1650 10.0299 -1.815 -1.364 0.386
H 2.4752 -5.8565 9.9515 0.308 -0.244 -0.306
H 4.0212 -0.9288 5.4521 0.244 0.188 0.390
H 0.3436 -3.8128 0.7397 -0.308 0.123 0.146
C 4.8309 -2.9346 5.4271 0.639 0.010 -1.451
O -1.8269 -8.1349 7.7890 0.363 -0.219 -0.344
H 3.2496 -9.4705 7.7530 -0.015 -1.146 0.066
H 0.4424 -10.6546 7.9564 -0.136 0.014 0.404
H -1.6071 -9.4120 9.3145 0.339 -0.749 0.095
O 0.6648 -9.1038 6.7172 -0.448 0.407 0.815
C 0.6958 -5.1762 10.7614 2.965 1.712 -0.376
H 1.8890 -4.3632 0.3213 0.440 -0.286 0.433
O 6.1399 -9.9939 9.5455 -0.639 -0.871 0.431
H 4.1025 -3.1889 4.6571 -0.375 -0.208 -0.004
C 0.2013 -9.5917 7.9681 -1.583 -0.367 0.653
H 6.0380 -9.3226 7.7675 -0.793 -0.062 -1.285
H 0.6299 -5.7353 2.1059 0.526 -0.582 -0.278
C -1.8853 -5.7238 5.3738 -1.734 0.108 -1.169
O -4.2424 -5.0577 4.8775 1.306 -1.253 0.654
C 4.9883 -1.4204 5.3459 1.512 -0.402 0.649
H 0.2612 -4.8222 11.6962 -0.727 -0.868 -0.099
C 1.2254 -4.8704 2.3980 0.427 1.620 -0.381
H 0.7017 -9.0903 8.7966 0.365 -0.044 0.026
H 3.7757 -4.0007 6.6482 0.102 0.079 0.002
C -3.3366 -6.1820 5.2485 -0.796 1.023 -0.475
H 3.2358 -7.4135 8.0698 -0.150 -0.641 0.065
C 5.3787 -9.9939 8.3177 -0.204 2.688 1.368
H 0.6724 -8.1700 6.9400 0.016 0.433 -0.838
H -3.6412 -6.6661 6.1764 -0.211 0.265 0.155
H 6.7586 -1.4173 6.1713 0.114 -0.045 0.039
C 1.3460 -3.9177 1.1548 -0.307 -0.025 0.487
H -1.5930 -5.2434 4.4401 0.351 -1.291 -0.903
H 5.7247 -3.4989 5.1611 0.581 0.630 -0.722
O 2.5176 -5.0956 2.9502 -0.141 -0.597 -0.403
H -3.4599 -6.9102 4.4469 0.400 -0.179 0.019
H 1.1941 -2.0498 1.6355 0.095 0.214 0.107
H -1.8591 -10.2124 7.6860 -0.326 -0.036 0.220
H -0.7851 -4.6423 6.2057 0.200 1.102 0.784
O 1.9270 -2.6143 1.3790 -0.501 -1.073 0.166
O 4.0201 -7.8298 8.4348 1.354 -0.221 1.404
H 5.8651 -9.2131 10.0318 0.145 0.116 0.126
```
Forces are in eV/Å.

Calculated values
spin multiplicity: 2
maximum force: 3.4 eV/A
E_LUMO (alpha / beta): 0.10 / -5.25 eV
HOMO (alpha / beta): -10.05 / -10.05 eV
total energy: -1679.1256 Ha
HOMO-LUMO gap (alpha / beta): 10.1 / 4.8 eV



The following is a quantum chemistry calculation of a molecular structure, C12H36LiO6S6, from OMol25.

```
61
Properties=species:S:1:pos:R:3:forces:R:3
H 0.7634 6.2277 -1.8121 0.026 -0.353 0.352
H -3.7985 -3.5025 2.6655 -1.262 -2.679 -2.276
O 0.8017 -2.5546 -1.0395 0.361 -0.021 -0.384
H 3.0470 -2.2590 0.6309 1.094 0.520 -1.578
H -0.9287 1.9363 1.9084 -3.599 0.338 -3.229
Li 0.1187 -0.5922 -0.9255 -1.849 -4.517 7.493
H 2.2938 0.3837 -4.9463 -1.232 2.034 -0.128
H 0.2712 -2.3010 -3.3091 -0.032 2.096 -1.026
C -3.3465 1.1414 -1.4347 1.401 0.694 -2.173
H -4.0866 0.4714 -1.7418 -1.090 -1.580 -0.002
H 1.8911 2.1734 -4.2156 -0.698 0.657 -0.688
H 0.6631 2.7606 2.0466 0.369 1.168 -0.023
H -2.5771 1.1108 -2.2240 0.363 -0.491 0.642
C -4.0462 0.2154 0.9007 -6.399 4.487 -10.472
S 2.0778 -3.3605 -1.1831 -0.836 1.283 0.122
H -4.9063 0.9696 1.1533 2.122 -0.699 -0.622
H 2.6448 -5.1541 0.2606 2.381 -1.002 0.056
H 1.7880 -1.6992 -3.3124 1.436 0.386 0.309
H 2.7171 0.8382 -3.5524 0.893 0.004 1.946
S -1.4533 -2.8513 3.3952 -1.701 1.665 -1.003
C 0.8938 -1.4772 -3.8353 -0.100 -2.734 -2.278
H 2.8116 0.0928 3.0390 6.534 -7.445 -0.235
C 1.8896 1.1141 -4.1433 1.118 -3.785 -0.920
S 0.4476 0.2134 -3.5474 -1.085 0.079 -0.197
C 0.9983 3.1902 -0.0456 1.456 -0.996 -2.042
C 3.4075 -2.3544 -0.4526 -5.021 4.219 -0.457
C -0.0716 2.0961 2.3734 1.236 -1.457 5.317
H 0.2618 3.5407 0.5384 -3.609 0.855 1.217
H -3.8730 -0.2513 1.6456 2.509 -6.073 9.592
H 1.9208 5.9543 -0.6317 2.224 -0.171 0.808
H -1.1018 -3.5269 1.0046 -0.340 0.976 0.963
H 0.2209 5.7361 -0.2295 0.393 -0.310 -0.169
O -1.2833 -1.4917 4.0350 0.437 -0.949 -0.110
O -0.5301 3.6886 -2.2884 2.272 0.424 1.795
H -3.7915 -1.7893 3.1316 1.893 -2.343 0.027
H -1.6772 -1.7627 1.1592 0.863 -0.906 0.767
H -3.7337 2.0886 -1.7420 -0.390 1.275 1.198
H -0.5507 2.2707 3.4415 1.828 -0.332 -1.634
H 3.4612 -1.3259 -1.1639 -0.227 -2.740 2.433
S 0.8728 3.8929 -1.6560 -0.602 0.633 -1.300
H 2.4026 1.5755 2.3788 1.339 0.922 -0.315
S 0.5677 0.4218 2.2311 -0.207 -1.834 -0.409
C -1.0738 -2.5800 1.6355 0.081 -1.187 -0.352
C -3.2925 -2.8898 3.2774 1.169 5.190 -0.092
O 0.4361 0.1342 -2.0475 2.133 5.250 -6.560
C 2.1695 0.7415 2.9872 -7.364 7.424 0.705
H -3.5020 -3.0435 4.2572 -1.062 -0.931 3.004
H 1.7863 3.6392 0.5459 1.302 -0.458 -0.652
O -1.6225 -0.3617 -0.1164 -2.689 1.428 0.110
H 1.7573 -3.9534 1.1694 -0.633 -1.256 -2.522
S -2.6115 0.8059 0.1286 2.270 0.410 -0.828
C 1.0267 5.5561 -0.9658 -3.612 1.164 -2.027
H 1.1527 -5.2112 -0.2450 -1.847 -0.274 0.155
H 2.0072 1.0805 4.0359 -0.256 -0.012 -0.732
H 4.1876 -2.9264 -0.6403 4.244 -2.350 -0.261
H 1.0585 -1.7815 -4.9461 -0.496 0.782 1.823
H -4.5841 -0.4615 0.0865 1.128 0.921 1.900
H 0.9697 2.1268 -0.2381 0.284 -0.350 0.880
C 1.8508 -4.5072 0.1121 0.379 1.620 2.700
O 0.8124 0.1474 0.7362 0.804 0.813 1.821
H -0.0063 -2.3660 1.7199 -0.103 0.522 -0.442
```
Forces are in eV/Å.

Calculated values
energy relative to the best compared isomer or geometry (same formula, charge and spin): 356.1 kJ/mol
total charge: +1
maximum force: 13.1 eV/A
E_LUMO: -1.94 eV
HOMO: -10.99 eV
total energy: -3326.3045 Ha
HOMO-LUMO gap: 9.0 eV